The following is a quantum chemistry calculation of one molecule with the formula C6H10N2O in a non-equilibrium geometry, from the OMol25 dataset.

Values from the calculation:
orbital gap: 9.97 eV
largest force on an atom: 3.199 eV/A
SMILES: C[C@@]12CCN1NC(=O)C2
E_tot: -419.3000 Eh

Structure (XYZ):
```
19
Properties=species:S:1:pos:R:3:mulliken_charge:R:1
C 0.70993 -1.23898 1.35794 -1.49
C 0.20199 -0.12191 0.49696 1.16
C 0.87663 1.31452 0.57830 -0.64
C 0.98578 1.21377 -1.00351 -0.54
N 0.61000 -0.15890 -0.95199 -0.10
N -0.52428 -0.36201 -1.71136 -0.29
C -1.70461 -0.51575 -0.96600 0.40
O -2.74747 -0.93305 -1.48320 -0.64
C -1.36860 -0.01562 0.45127 -0.99
H 0.60230 -0.91777 2.39765 0.37
H 1.79614 -1.53568 1.12698 0.35
H 0.00837 -2.23054 1.26375 0.29
H 0.31880 2.16079 1.04492 0.27
H 1.91118 1.13305 1.09585 0.26
H 0.41958 1.87497 -1.67442 0.29
H 2.02381 1.17839 -1.46976 0.28
H -0.52076 -1.14909 -2.32885 0.27
H -1.70803 -0.63522 1.25423 0.47
H -1.89074 0.93904 0.52126 0.27
```